(1)
Molecular formula: C34H27Cl2IrN5O3SSi
Method: DFT, wB97M-V/def2-TZVPD

The expectation value of S² is 0.7537. The HOMO energy (spin up / spin down) is -6.35 / -6.30 eV. Its orbital gap (spin up / spin down) is 4.814 / 4.759 eV. Its multiplicity is 2. The net charge is 0. The calculation puts the LUMO energy (spin up / spin down) at -1.54 / -1.54 eV.

Atoms and positions in Å:
Ir (-0.8570, -0.2595, -0.2280)
Cl (-1.5101, -0.3895, -7.0803)
C (-1.4004, 0.1682, -5.4485)
C (-1.0878, -0.7368, -4.4494)
C (-0.9890, -0.3079, -3.1228)
N (-0.7466, -1.0923, -2.0118)
C (-0.7666, -2.4770, -2.0493)
O (-0.3620, -3.1707, -2.9687)
C (-1.4588, -3.0123, -0.8560)
C (-1.9531, -4.3130, -0.8322)
C (-2.8166, -4.6909, 0.1726)
C (-3.1928, -3.7434, 1.1240)
C (-2.6375, -2.4832, 1.0650)
N (-1.7531, -2.1342, 0.1303)
C (-1.1987, 1.0690, -2.8158)
C (-1.5352, 1.9549, -3.8390)
C (-1.6351, 1.5104, -5.1442)
Cl (-2.0596, 2.6337, -6.3874)
N (-0.9836, 1.4037, -1.4985)
C (-1.0519, 2.6813, -1.0189)
O (-1.9155, 3.5095, -1.2656)
C (0.0454, 2.9684, -0.0678)
C (-0.1356, 3.8331, 0.9977)
C (0.8378, 3.9711, 1.9603)
C (1.9921, 3.1856, 1.8555)
C (2.1735, 2.4011, 0.7579)
N (1.2501, 2.3383, -0.2329)
H (-0.9138, -1.7732, -4.6860)
H (-1.6558, -4.9695, -1.6385)
H (-3.2205, -5.6934, 0.2151)
H (-3.9019, -3.9881, 1.9019)
H (-2.8902, -1.7178, 1.7863)
H (-1.7395, 2.9906, -3.6075)
H (-1.0834, 4.3504, 1.0542)
H (0.7137, 4.6463, 2.7950)
H (2.7536, 3.2238, 2.6202)
H (3.0779, 1.8334, 0.5907)
S (3.8996, -1.1165, -0.3455)
C (3.1810, -2.0126, 0.9539)
C (3.7655, -2.9499, 1.7957)
C (2.9635, -3.5476, 2.7495)
C (1.6077, -3.2199, 2.8540)
C (1.0310, -2.2861, 2.0191)
C (1.8256, -1.6663, 1.0565)
N (1.4031, -0.7258, 0.1419)
C (2.3568, -0.3457, -0.6480)
C (2.2361, 0.6315, -1.7283)
C (2.6722, 0.2786, -3.0068)
C (2.5089, 1.1350, -4.0776)
C (1.9288, 2.3811, -3.8787)
C (1.5196, 2.7576, -2.6150)
C (1.6518, 1.8871, -1.5379)
H (4.8142, -3.1981, 1.7004)
H (3.3949, -4.2805, 3.4183)
H (1.0009, -3.7123, 3.6027)
H (-0.0151, -2.0196, 2.0883)
H (3.1119, -0.6989, -3.1576)
H (2.8262, 0.8291, -5.0650)
H (1.7958, 3.0581, -4.7115)
H (1.0802, 3.7341, -2.4455)
C (0.2648, 1.6323, 3.9504)
Si (-1.2304, 0.7212, 3.2173)
C (-2.8061, 1.7321, 3.5098)
C (-1.3582, -0.8733, 4.2626)
O (-1.0233, 0.4770, 1.6607)
H (0.1223, 1.8453, 5.0134)
H (0.4426, 2.5772, 3.4345)
H (1.1647, 1.0201, 3.8440)
H (-2.9971, 1.8856, 4.5756)
H (-3.6788, 1.2371, 3.0785)
H (-2.7251, 2.7139, 3.0364)
H (-1.8416, -0.6639, 5.2207)
H (-0.3613, -1.2667, 4.4777)
H (-1.9248, -1.6704, 3.7776)

Forces on the atoms, in the same order (eV/Å):
Ir -1.01 -0.37 -0.98
Cl 0.00 -0.13 -0.14
C -0.14 0.52 0.10
C 0.17 0.02 0.48
C 0.08 0.70 -0.48
N -0.29 -1.68 -0.41
C 0.68 1.81 -0.66
O -0.29 -0.45 -0.01
C -0.46 -0.56 0.89
C 0.32 0.33 -0.36
C -0.22 0.17 0.40
C 0.01 -0.42 -0.25
C 0.10 0.17 0.24
N 0.61 0.00 0.02
C -0.36 -0.64 -0.88
C 0.06 0.02 0.43
C 0.15 -0.55 -0.17
Cl -0.01 0.18 -0.06
N 1.03 1.10 1.49
C -1.22 -1.47 -1.28
O 0.49 0.62 0.07
C 0.82 -0.21 0.76
C -0.22 -0.02 -0.03
C 0.49 -0.08 -0.49
C -0.06 0.49 0.14
C 0.16 -0.10 -0.46
N -0.54 1.07 0.61
H 0.04 -0.04 -0.06
H -0.03 -0.04 0.02
H 0.02 -0.01 -0.04
H 0.00 0.05 0.02
H 0.10 0.04 0.00
H -0.04 -0.01 -0.02
H -0.01 -0.03 -0.05
H -0.04 0.01 0.00
H 0.02 -0.09 -0.04
H 0.03 0.08 -0.05
S -0.09 0.09 0.00
C -0.12 0.21 -0.22
C 0.01 -0.08 0.10
C 0.16 0.03 -0.10
C -0.06 0.00 0.01
C -0.15 0.03 0.01
C 0.39 -0.34 0.28
N -0.33 0.41 -0.36
C 0.14 -0.58 0.49
C -0.24 0.21 -0.17
C 0.01 0.01 0.11
C 0.00 0.13 -0.03
C 0.08 -0.15 -0.10
C -0.06 0.19 0.46
C 0.20 -0.69 -0.69
H -0.02 -0.04 0.04
H -0.03 -0.01 0.01
H -0.01 0.03 0.00
H 0.05 0.03 0.03
H -0.05 -0.03 0.02
H -0.02 0.01 0.00
H -0.04 0.02 0.03
H -0.01 0.00 -0.05
C -0.34 0.04 0.15
Si -0.12 -0.14 0.01
C 0.31 -0.06 0.13
C 0.04 0.25 -0.11
O 0.10 0.47 0.71
H 0.02 -0.03 0.03
H -0.25 -0.47 0.53
H 0.02 -0.02 -0.03
H -0.02 0.02 -0.01
H 0.03 -0.05 -0.02
H -0.01 0.01 -0.02
H 0.01 0.00 0.01
H 0.01 0.00 0.00
H -0.05 0.01 -0.01

These are the Löwdin partial charges, in e, on atoms 1 to 2: atom 1 (Ir): 1.281, atom 2 (Cl): 0.656

***

(2)
Molecular formula: C17H32Cl2NO6
Method: DFT, wB97M-V/def2-TZVPD

The HOMO energy is -3.34 eV. Its orbital gap is 5.580 eV. Its multiplicity is 1. The net charge is -1. The calculation puts the LUMO energy at 2.24 eV.

Atoms and positions in Å:
C (3.2640, -1.7818, -3.9388)
C (4.4334, -2.0760, -3.7798)
N (5.6881, -2.3412, -3.5089)
C (5.8632, -2.1702, -2.1862)
Cl (5.5781, -3.6358, -1.1447)
C (6.2095, -1.0124, -1.6538)
C (6.4444, 0.1798, -2.5224)
Cl (6.4008, -0.8314, 0.0939)
H (2.2705, -1.4670, -3.8101)
H (7.0820, 0.9084, -2.0233)
H (5.4844, 0.6715, -2.7034)
H (6.8356, -0.1017, -3.4914)
C (-0.0750, -0.4109, 4.1669)
O (0.0549, -1.1908, 3.0042)
C (-0.3968, -0.5363, 1.8264)
C (0.4948, -0.8396, 0.6382)
O (1.7653, -0.2132, 0.6604)
C (2.7279, -0.6540, 1.6117)
C (3.2864, -2.0407, 1.3677)
O (2.3236, -3.0428, 1.6782)
C (2.3554, -4.1398, 0.7893)
H (-1.1175, -0.3878, 4.5092)
H (0.5364, -0.8706, 4.9440)
H (0.2901, 0.6098, 4.0084)
H (-0.4443, 0.5485, 1.9711)
H (-1.4090, -0.9052, 1.6115)
H (-0.0051, -0.4342, -0.2459)
H (0.5896, -1.9143, 0.4753)
H (2.3498, -0.5500, 2.6310)
H (3.5603, 0.0467, 1.5135)
H (4.1540, -2.1971, 2.0194)
H (3.6097, -2.1185, 0.3260)
H (2.4186, -3.8114, -0.2526)
H (1.4256, -4.6971, 0.9164)
H (3.1986, -4.8006, 1.0169)
C (-6.0684, 0.0695, 0.7034)
O (-5.5046, 1.3549, 0.5657)
C (-4.4399, 1.6083, 1.4691)
C (-3.3277, 2.4048, 0.8154)
O (-2.5433, 1.6846, -0.1232)
C (-3.1491, 1.3050, -1.3515)
C (-3.4575, 2.4479, -2.2976)
O (-4.5622, 3.2166, -1.8420)
C (-4.4246, 4.6001, -2.0718)
H (-6.7235, 0.0221, 1.5805)
H (-6.6644, -0.1270, -0.1878)
H (-5.2949, -0.7025, 0.7708)
H (-4.0278, 0.6733, 1.8634)
H (-4.8454, 2.1930, 2.3055)
H (-2.6285, 2.6903, 1.6060)
H (-3.7023, 3.3345, 0.3852)
H (-4.0268, 0.6804, -1.1822)
H (-2.4069, 0.6720, -1.8442)
H (-3.7193, 2.0352, -3.2797)
H (-2.5647, 3.0739, -2.4013)
H (-3.4268, 4.9559, -1.7931)
H (-5.1547, 5.1154, -1.4479)
H (-4.6236, 4.8426, -3.1220)

Forces on the atoms, in the same order (eV/Å):
C 0.22 -0.11 0.04
C -0.51 0.19 -0.18
N 0.08 -0.36 -0.23
C 0.19 -0.54 -0.34
Cl 0.10 0.04 0.18
C 0.47 -0.01 0.70
C -0.50 0.54 0.57
Cl 0.08 0.26 -0.25
H -0.48 0.08 -0.26
H 0.17 -0.03 -0.04
H -0.01 0.10 -0.10
H 0.19 -0.20 -0.06
C 0.00 -0.25 -0.05
O 0.22 0.28 0.04
C -0.03 -0.31 0.01
C 0.07 -0.06 -0.18
O -0.11 0.09 0.09
C 0.14 0.05 0.07
C -0.19 -0.05 0.14
O -0.23 0.08 -0.23
C -0.03 0.00 0.14
H 0.00 0.16 0.04
H -0.05 -0.05 -0.01
H -0.08 0.04 0.00
H 0.03 0.01 0.03
H -0.05 0.18 -0.16
H 0.01 0.09 0.04
H -0.01 -0.07 0.23
H -0.11 -0.18 0.02
H 0.00 -0.02 -0.12
H 0.16 0.15 -0.15
H 0.04 -0.02 0.03
H 0.11 -0.03 0.00
H 0.02 0.00 0.10
H 0.04 -0.02 -0.16
C -0.11 0.19 -0.07
O 0.22 -0.25 -0.13
C -0.19 0.22 -0.07
C 0.13 0.07 0.04
O -0.09 0.02 0.01
C 0.11 -0.17 -0.06
C -0.26 -0.04 0.05
O 0.21 0.13 0.25
C -0.15 -0.13 -0.05
H 0.05 -0.14 0.05
H -0.03 0.06 0.02
H -0.01 -0.01 0.08
H 0.00 -0.03 -0.04
H 0.18 -0.03 0.13
H 0.03 -0.09 0.00
H -0.21 -0.07 -0.07
H -0.16 0.16 0.00
H 0.06 0.06 0.02
H 0.22 -0.06 -0.05
H -0.01 0.01 0.00
H 0.02 0.01 -0.06
H -0.06 -0.04 -0.04
H 0.11 0.11 0.00

These are the natural (NBO) partial charges, in e, on atoms 1 to 2: atom 1 (C): -0.572, atom 2 (C): 0.220

***

(3)
Molecular formula: C8H18O2
Method: DFT, wB97M-V/def2-TZVPD

The HOMO energy is -8.14 eV. Its orbital gap is 8.644 eV. Its multiplicity is 1. The net charge is 0. The SMILES is C/C=C/C=C/CCC.O.O. The calculation puts the LUMO energy at 0.51 eV.

Atoms and positions in Å:
C (-2.2336, -3.0200, 1.0221)
C (-1.1877, -2.1348, 0.4514)
C (-0.3910, -1.3791, 1.2103)
C (0.7594, -0.5405, 0.8236)
C (1.3103, -0.5212, -0.3845)
C (2.6799, 0.0215, -0.7147)
C (2.6058, 1.5449, -0.9244)
C (2.0857, 2.0949, -2.2374)
H (-2.0462, -4.0451, 0.6814)
H (-3.2642, -2.7691, 0.7386)
H (-2.2542, -3.0537, 2.1122)
H (-1.0537, -2.1094, -0.6236)
H (-0.4975, -1.3829, 2.2959)
H (1.1763, -0.0669, 1.7022)
H (0.7835, -1.0273, -1.1894)
H (3.3516, -0.1805, 0.1194)
H (3.0973, -0.4349, -1.6105)
H (3.6141, 1.9718, -0.7819)
H (2.0353, 2.0056, -0.1120)
H (2.6562, 1.5675, -3.0135)
H (2.3212, 3.1466, -2.4365)
H (0.9972, 2.0743, -2.2614)
O (-4.2093, -0.9320, 0.5625)
H (-3.3874, -0.6323, 0.9867)
H (-4.5052, -0.3067, -0.1117)
O (-0.2466, 3.5609, 0.2629)
H (0.1580, 4.1529, 0.9001)
H (-1.1635, 3.3488, 0.4095)

Forces on the atoms, in the same order (eV/Å):
C -0.59 -0.94 -0.04
C 0.17 0.65 0.59
C -0.03 0.37 0.12
C -0.42 -0.62 -0.02
C 0.52 -0.47 -0.24
C -0.87 1.04 -0.01
C 1.02 1.37 0.95
C 0.40 -0.10 -0.28
H -0.12 0.00 0.05
H 0.50 -0.10 -0.28
H 0.38 0.17 0.06
H -0.11 -0.13 -0.09
H -0.37 -0.28 -0.12
H 0.60 0.26 -0.22
H 0.02 -0.04 0.03
H 0.04 0.00 -0.02
H -0.05 -0.22 -0.02
H -0.06 -0.31 -0.09
H -0.10 -0.27 0.07
H -0.90 -0.14 -0.37
H 0.19 -0.04 0.60
H 0.00 -0.61 -0.56
O -0.27 0.15 0.12
H -0.41 0.20 -0.59
H 0.46 0.07 0.38
O 0.95 -0.34 -0.95
H -0.73 -0.04 0.28
H -0.21 0.38 0.66

These are the natural (NBO) partial charges, in e, on atoms 1 to 2: atom 1 (C): -0.666, atom 2 (C): -0.169

***

So what do the calculations give for strongest force on any atom? Going down the list: 0.045, 0.018, 0.038 hartree/bohr.
So what do the calculations give for total energy? Going down the list: -95888.427, -56962.912, -12681.266 eV.